(1)
{"formula": "C26H31CoN10O3", "method": "ωB97M-V/def2-TZVPD", "elements": ["C", "C", "C", "N", "H", "H", "H", "N", "N", "H", "H", "H", "C", "H", "C", "H", "C", "C", "H", "H", "N", "C", "C", "H", "H", "H", "H", "H", "C", "H", "C", "N", "C", "H", "C", "H", "C", "C", "O", "H", "Co", "H", "H", "H", "N", "O", "C", "C", "C", "H", "N", "C", "C", "C", "H", "N", "H", "O", "C", "C", "N", "C", "H", "H", "H", "H", "C", "C", "H", "H", "N"], "coordinates": [[-2.0121, -3.3488, -0.5910], [2.0574, -3.7787, 2.0775], [-0.2788, -0.6513, 3.6299], [2.8031, -1.5538, 2.8416], [2.7422, -4.2450, 2.7704], [0.5083, -1.3639, 3.5322], [-2.9839, 1.9570, 3.8609], [-1.9650, -3.1834, 0.7572], [0.5929, 2.1171, 0.6541], [5.9419, 0.6527, -2.4327], [-2.7324, -3.5880, 1.2683], [-2.4027, 0.3437, -3.5081], [-0.7593, 3.9563, 0.3040], [-3.1010, -4.2063, -2.0780], [5.0681, 0.6149, -1.8356], [-1.3406, 1.3338, -1.7359], [2.0541, -2.2878, 2.0126], [4.1561, 1.6314, -1.8218], [-0.2363, -2.5455, -0.7934], [-2.2492, -1.9466, -4.3152], [-0.9807, -2.9801, -1.3120], [-1.2591, -0.8680, 4.5533], [-1.0551, -2.7837, -2.7759], [-1.1909, -1.7428, 5.2025], [-2.7217, 6.4128, -0.8152], [-2.5997, 4.7448, 0.9916], [0.9011, 4.8327, -2.4900], [-0.0500, -2.5626, -3.1714], [3.7229, -0.4866, -0.2337], [-2.9582, -1.8081, -2.7135], [-1.8204, 4.8210, 0.2686], [-3.0809, -3.9122, -1.1179], [3.0091, 1.5569, -1.0090], [-1.7600, -2.1889, 0.9735], [1.1139, 2.8407, -0.3903], [-0.9567, 6.4346, -2.5789], [-0.8956, 5.7626, -1.7487], [-0.5022, 2.7912, 1.1695], [-3.1963, -0.4251, -0.7076], [4.2610, 2.4977, -2.4549], [0.6415, 0.1582, 0.6266], [-3.9451, -3.8572, -0.6252], [5.5537, -1.3061, -0.9583], [2.8091, -0.5658, 2.8413], [-0.2218, 0.4043, 2.7848], [1.3159, -1.7554, 1.1741], [-1.1756, 0.2516, -1.7696], [4.8670, -0.4787, -0.9931], [-1.8904, 5.7316, -0.7804], [2.3195, -4.1547, 1.0799], [-1.2515, 2.5009, 2.1445], [-2.0443, -1.7254, -3.2603], [-1.1732, 1.3453, 2.8989], [0.2185, 3.9833, -0.6699], [-1.3222, -3.7194, -3.2609], [0.2734, 0.0158, -1.5268], [3.4967, -1.3214, 0.4189], [-1.3070, -0.6093, 0.4486], [-1.9880, -0.3002, -0.5866], [0.1584, 4.8581, -1.7101], [2.1463, 2.6235, -1.1187], [-1.5800, -0.2579, -3.1534], [0.8081, 0.6873, -2.0601], [-3.0527, -0.0253, 5.4113], [3.3762, -2.0106, 3.5342], [0.5257, -0.9019, -1.8632], [-2.2277, 1.1936, 3.8322], [-2.2673, 0.0942, 4.6541], [-0.7700, -0.0680, -3.8769], [1.0403, -4.1371, 2.3294], [2.8229, 0.5023, -0.2023]], "forces_ev_per_a": [[-0.345, -0.112, 1.593], [-0.235, -0.679, -0.125], [-0.103, 0.539, -0.645], [0.436, -1.657, 0.416], [0.280, 0.207, 0.336], [0.294, -0.269, -0.025], [-0.078, 0.163, 0.037], [0.099, 0.288, -0.621], [0.272, 0.131, 0.072], [0.643, 0.153, -0.602], [-0.106, 0.047, -0.010], [-0.374, 0.194, -0.093], [-0.042, 0.129, 0.054], [-0.083, 0.067, -0.053], [-0.256, -0.309, 0.790], [0.160, -0.019, -0.029], [-0.336, 0.463, -0.058], [-0.276, 0.158, -0.253], [0.219, -0.023, 0.271], [-0.004, 0.077, 0.190], [0.286, 0.339, -1.151], [-0.050, 0.019, 0.399], [0.232, 0.016, -0.404], [-0.198, 0.315, -0.181], [-0.154, 0.180, -0.150], [-0.407, 0.046, 0.469], [0.167, 0.058, -0.113], [-0.217, -0.119, 0.449], [0.127, -0.206, 0.361], [-0.727, -0.126, 0.286], [-0.104, 0.126, -0.259], [-0.058, -0.561, -0.798], [0.496, 0.151, 0.237], [0.231, -0.018, 0.274], [-0.547, -0.087, 0.173], [-0.107, 0.391, -0.253], [-0.115, -0.337, 0.045], [0.824, 0.147, -0.967], [-0.117, -0.218, -0.105], [0.012, 0.096, -0.010], [0.135, 0.073, 0.315], [-0.380, -0.078, 0.194], [0.112, -0.117, 0.016], [-0.242, 1.050, -0.276], [0.116, -0.164, 0.141], [-0.166, -0.083, -0.303], [0.624, -0.022, -0.080], [-0.294, 0.088, -0.176], [0.248, 0.007, 0.227], [-0.226, 0.111, 0.176], [-0.764, -0.399, 0.642], [0.811, 0.582, -0.160], [-0.297, -0.282, 0.461], [0.002, -0.508, 0.611], [0.050, -0.342, 0.201], [-0.415, 0.174, 0.279], [0.210, 0.079, -0.206], [0.508, -0.054, 0.598], [-0.314, 0.126, -0.581], [0.250, 0.516, -0.549], [0.211, -0.085, -0.479], [-0.322, -0.326, -0.318], [0.231, 0.082, -0.100], [0.250, 0.120, -0.454], [-0.041, 0.031, -0.085], [0.209, -0.044, -0.210], [0.396, -0.260, -0.070], [-0.349, -0.132, 0.509], [-0.039, -0.049, 0.353], [0.441, 0.318, -0.263], [-0.694, -0.171, 0.040]], "spin_multiplicity": 4, "total_energy_ha": -3165.40956, "total_charge": 1, "lumo_energy_ev": [-2.57, -2.55], "relative_energy_kj_mol": 0.0}

=====

(2)
{"formula": "C2H3ClFNO2", "method": "ωB97M-V/def2-TZVPD", "elements": ["H", "Cl", "N", "F", "H", "O", "C", "H", "O", "C"], "coordinates": [[-0.4788, -2.3536, -0.9058], [0.9973, 3.5229, -1.9200], [1.6341, -0.7233, -0.6293], [0.2575, 0.8571, -0.1186], [-1.8020, -1.0804, -0.3115], [1.9832, -1.8455, -0.9083], [-0.7501, -1.3553, -0.5691], [1.0051, 2.3040, -1.3940], [2.3462, 0.2156, -0.3239], [0.2221, -0.4443, -0.4036]], "forces_ev_per_a": [[-0.027, 0.336, 0.216], [-0.002, -1.184, 0.465], [0.964, -0.259, 1.245], [-2.663, -0.490, 0.383], [1.103, -0.343, -0.446], [-0.009, -0.058, -0.467], [-0.025, 1.852, 0.800], [0.082, 1.276, -0.487], [1.037, -0.801, -0.824], [-0.459, -0.329, -0.885]], "total_energy_ha": -843.15515, "lumo_energy_ev": -1.11, "smiles": "C=C(F)[N+](=O)[O-].Cl", "relative_energy_kj_mol": 270.7}

=====

(3)
{"formula": "C5H8OSi", "method": "ωB97M-V/def2-TZVPD", "elements": ["H", "C", "H", "C", "H", "C", "H", "O", "C", "C", "Si", "H", "H", "H", "H"], "coordinates": [[-0.2841, 0.8611, -1.7426], [0.8161, -0.9764, 0.2183], [-1.9301, 0.9098, -0.9513], [-0.1814, -2.3988, 1.9078], [1.5538, 2.1269, 0.6105], [-0.5966, -0.6256, -0.2578], [1.8722, -1.9580, 1.7299], [-0.9307, -3.0493, 2.4940], [0.9032, -1.9047, 1.2588], [-0.7500, 0.8380, -0.7472], [-0.0366, 1.9658, 0.5971], [-0.9808, -1.3417, -1.0264], [-1.2232, -0.7328, 0.6749], [1.5743, -0.2409, 0.0453], [-0.5328, 1.7758, 1.8384]], "forces_ev_per_a": [[0.045, 0.594, 0.354], [-2.019, 0.493, -0.425], [2.588, 0.519, 0.544], [1.812, -0.183, 0.082], [-1.674, -0.319, -0.049], [0.194, -0.443, 0.621], [-0.090, -0.617, 0.513], [-0.852, -0.220, 0.063], [-0.016, 0.762, -0.156], [-2.235, -1.362, -0.461], [2.415, 1.368, -3.369], [0.218, 0.397, 0.581], [0.068, -0.057, -0.901], [0.660, -0.183, -0.190], [-1.115, -0.747, 2.792]], "total_energy_ha": -559.86497, "lumo_energy_ev": [-0.35, 0.10], "relative_energy_kj_mol": 410.8}

=====

(4)
{"formula": "C3H13N4", "method": "ωB97M-V/def2-TZVPD", "elements": ["H", "H", "N", "N", "C", "C", "N", "H", "H", "H", "H", "H", "C", "H", "H", "H", "N", "H", "H", "H"], "coordinates": [[-0.6625, -1.2907, -1.4250], [-1.5180, -2.1248, -0.2513], [-1.5651, -1.3937, -0.9667], [2.9350, 0.4014, -1.5825], [-1.9910, -0.1600, -0.3983], [-0.9045, -0.0800, 1.8760], [1.4473, 0.7917, 0.1861], [0.1004, 0.8820, 0.1473], [3.4836, 1.2015, -1.2952], [-0.3178, 0.4847, 2.5987], [-1.8900, -0.2703, 2.3172], [2.0133, 1.5690, 0.5048], [1.9625, 0.0282, -0.7506], [1.6454, -1.0023, -0.9044], [3.4161, -0.3417, -2.0845], [-1.5728, 1.4604, 0.8138], [-1.0662, 0.6002, 0.5734], [-0.4569, -1.0656, 1.7261], [-2.9482, -0.2478, 0.1278], [-2.1105, 0.5578, -1.2130]], "forces_ev_per_a": [[-0.341, -0.449, -1.219], [-0.619, -0.777, -0.636], [1.761, 1.330, 3.155], [0.037, -1.016, 1.231], [-1.261, 1.250, -1.292], [-0.406, -1.206, 0.218], [-0.802, -0.848, -0.390], [0.993, -0.737, 0.852], [0.134, 0.279, -0.518], [0.071, 0.259, -0.342], [0.070, 0.217, -0.002], [-0.148, 0.474, -0.413], [0.882, 0.954, -0.514], [-0.588, 0.198, -0.086], [0.077, 0.372, -0.068], [-0.029, 0.101, -0.528], [-0.140, -0.118, 0.661], [0.258, 0.198, 0.016], [0.116, -0.419, -0.046], [-0.066, -0.063, -0.079]], "spin_multiplicity": 2, "total_energy_ha": -340.36262, "total_charge": 2, "lumo_energy_ev": [-7.22, -13.96], "relative_energy_kj_mol": 233.9}

=====

Please write out number 4 again, unchanged.
{"formula": "C3H13N4", "method": "ωB97M-V/def2-TZVPD", "elements": ["H", "H", "N", "N", "C", "C", "N", "H", "H", "H", "H", "H", "C", "H", "H", "H", "N", "H", "H", "H"], "coordinates": [[-0.6625, -1.2907, -1.4250], [-1.5180, -2.1248, -0.2513], [-1.5651, -1.3937, -0.9667], [2.9350, 0.4014, -1.5825], [-1.9910, -0.1600, -0.3983], [-0.9045, -0.0800, 1.8760], [1.4473, 0.7917, 0.1861], [0.1004, 0.8820, 0.1473], [3.4836, 1.2015, -1.2952], [-0.3178, 0.4847, 2.5987], [-1.8900, -0.2703, 2.3172], [2.0133, 1.5690, 0.5048], [1.9625, 0.0282, -0.7506], [1.6454, -1.0023, -0.9044], [3.4161, -0.3417, -2.0845], [-1.5728, 1.4604, 0.8138], [-1.0662, 0.6002, 0.5734], [-0.4569, -1.0656, 1.7261], [-2.9482, -0.2478, 0.1278], [-2.1105, 0.5578, -1.2130]], "forces_ev_per_a": [[-0.341, -0.449, -1.219], [-0.619, -0.777, -0.636], [1.761, 1.330, 3.155], [0.037, -1.016, 1.231], [-1.261, 1.250, -1.292], [-0.406, -1.206, 0.218], [-0.802, -0.848, -0.390], [0.993, -0.737, 0.852], [0.134, 0.279, -0.518], [0.071, 0.259, -0.342], [0.070, 0.217, -0.002], [-0.148, 0.474, -0.413], [0.882, 0.954, -0.514], [-0.588, 0.198, -0.086], [0.077, 0.372, -0.068], [-0.029, 0.101, -0.528], [-0.140, -0.118, 0.661], [0.258, 0.198, 0.016], [0.116, -0.419, -0.046], [-0.066, -0.063, -0.079]], "spin_multiplicity": 2, "total_energy_ha": -340.36262, "total_charge": 2, "lumo_energy_ev": [-7.22, -13.96], "relative_energy_kj_mol": 233.9}

=====

What did the third record say?
{"formula": "C5H8OSi", "method": "ωB97M-V/def2-TZVPD", "elements": ["H", "C", "H", "C", "H", "C", "H", "O", "C", "C", "Si", "H", "H", "H", "H"], "coordinates": [[-0.2841, 0.8611, -1.7426], [0.8161, -0.9764, 0.2183], [-1.9301, 0.9098, -0.9513], [-0.1814, -2.3988, 1.9078], [1.5538, 2.1269, 0.6105], [-0.5966, -0.6256, -0.2578], [1.8722, -1.9580, 1.7299], [-0.9307, -3.0493, 2.4940], [0.9032, -1.9047, 1.2588], [-0.7500, 0.8380, -0.7472], [-0.0366, 1.9658, 0.5971], [-0.9808, -1.3417, -1.0264], [-1.2232, -0.7328, 0.6749], [1.5743, -0.2409, 0.0453], [-0.5328, 1.7758, 1.8384]], "forces_ev_per_a": [[0.045, 0.594, 0.354], [-2.019, 0.493, -0.425], [2.588, 0.519, 0.544], [1.812, -0.183, 0.082], [-1.674, -0.319, -0.049], [0.194, -0.443, 0.621], [-0.090, -0.617, 0.513], [-0.852, -0.220, 0.063], [-0.016, 0.762, -0.156], [-2.235, -1.362, -0.461], [2.415, 1.368, -3.369], [0.218, 0.397, 0.581], [0.068, -0.057, -0.901], [0.660, -0.183, -0.190], [-1.115, -0.747, 2.792]], "total_energy_ha": -559.86497, "lumo_energy_ev": [-0.35, 0.10], "relative_energy_kj_mol": 410.8}